--- i ---
Entry from OMol25: a single C4H4O3 molecule (ωB97M-V/def2-TZVPD).

```
11
Properties=species:S:1:pos:R:3
O -1.8363 1.2051 0.8364
C -0.9749 1.1551 -0.0047
C -0.0318 -0.0203 -0.1399
C 1.3419 0.3030 -0.6310
O 1.7701 1.4322 -0.6207
C -0.2530 -1.2209 0.6776
O -0.6214 -1.1987 -0.6853
H -0.8388 1.9572 -0.7511
H 1.9345 -0.5596 -0.9946
H 0.5834 -1.8754 0.9235
H -1.0737 -1.1776 1.3898
```

Output
HOMO level (eV): -10.12

***

--- ii ---
Entry from OMol25: a single C4H4O3 molecule (ωB97M-V/def2-TZVPD).

```
11
Properties=species:S:1:pos:R:3
O -0.7442 1.9527 -1.6702
C -0.6860 1.1137 -0.8258
O -1.7509 0.3442 -0.4090
C -1.0586 -0.2688 0.6934
C 0.2631 0.1845 0.1631
C 1.4511 -0.5868 -0.2265
O 1.3932 0.1631 0.9880
H -1.1736 -1.3458 0.7814
H -1.3242 0.2319 1.6333
H 2.1138 -0.1110 -0.9448
H 1.5163 -1.6778 -0.1829
```

Output
HOMO level (eV): -10.44

***

Energies relative to the most stable structure, in hartree: i 0.0000; ii 0.0100.

***

--- i ---
Entry from OMol25: a single C4H4O3 molecule (ωB97M-V/def2-TZVPD).

```
11
Properties=species:S:1:pos:R:3
O -1.9278 1.3501 -0.8009
C -1.0072 1.1627 -0.0507
C -0.1013 -0.0448 -0.1483
C 1.2497 0.2289 -0.7566
O 1.8872 1.2233 -0.5129
C -0.1805 -1.1403 0.8294
O -0.6665 -1.2868 -0.4956
H -0.7544 1.8793 0.7506
H 1.6034 -0.5755 -1.4347
H 0.7311 -1.6849 1.0780
H -0.9462 -1.1229 1.6051
```

Output
HOMO level (eV): -10.16

***

--- ii ---
Entry from OMol25: a single C4H4O3 molecule (ωB97M-V/def2-TZVPD).

```
11
Properties=species:S:1:pos:R:3
C 1.9978 0.4809 0.9154
C 0.9279 -0.0882 0.3900
O 0.3251 0.4932 -0.7213
C -1.0193 0.5070 -0.7909
O -1.6319 1.5063 -1.0492
C -1.7951 -0.8093 -0.6541
O -1.3357 -1.8554 -0.2767
H 2.4555 0.0426 1.7921
H 2.4226 1.3838 0.4933
H 0.4579 -0.9920 0.7527
H -2.8502 -0.6854 -0.9558
```

Output
HOMO level (eV): -10.06

***

Energies relative to the most stable structure, in hartree: i 0.0252; ii 0.0000.

***

--- i ---
Entry from OMol25: a single C4H4O3 molecule (ωB97M-V/def2-TZVPD).

```
11
Properties=species:S:1:pos:R:3
C 0.4093 1.0766 1.2599
C 0.2142 1.1004 -0.0496
C -0.7909 0.2014 -0.9273
O -1.4141 0.5580 -1.8708
C -0.3692 -1.1003 -0.3208
O -1.0409 -1.6429 0.5338
O 0.6214 -1.6993 -1.0109
H 0.8193 1.9212 1.7916
H 0.3005 0.1686 1.8446
H 0.4575 1.9889 -0.6258
H 0.7930 -2.5726 -0.6245
```

Output
HOMO level (eV): -9.82

***

--- ii ---
Entry from OMol25: a single C4H4O3 molecule (ωB97M-V/def2-TZVPD).

```
11
Properties=species:S:1:pos:R:3
C 0.6109 -1.3793 -0.9095
C 0.5936 0.0175 -0.3655
O 1.2173 0.9449 -0.8242
C -0.2143 0.3217 0.9008
O -0.1936 -0.3602 1.8970
C -1.0570 1.5948 0.8322
O -1.6515 1.8671 -0.1803
H 1.1132 -2.0545 -0.2097
H 1.1386 -1.3734 -1.8639
H -0.4090 -1.7519 -1.0457
H -1.1482 2.1734 1.7688
```

Output
HOMO level (eV): -9.83

***

--- iii ---
Entry from OMol25: a single C4H4O3 molecule (ωB97M-V/def2-TZVPD).

```
11
Properties=species:S:1:pos:R:3
O -0.4181 1.9954 0.6021
C -0.2352 0.9649 1.2275
C 0.5031 -0.2294 0.6626
O 1.3584 -0.9001 1.5104
C 0.0697 -0.7279 -0.4948
C -0.4737 -0.0826 -1.6985
O -1.3570 -0.5661 -0.7329
H -0.4635 0.8717 2.3019
H 1.7055 -1.6741 1.0309
H -0.3370 0.9886 -1.7908
H -0.3522 -0.6406 -2.6183
```

Output
HOMO level (spin up / spin down) (eV): -8.89 / -8.22

***

--- iv ---
Entry from OMol25: 2 unconnected molecules or ions with the total composition C4H4O3 (ωB97M-V/def2-TZVPD).

```
11
Properties=species:S:1:pos:R:3
O -0.5373 2.4904 -0.5621
C -0.1125 1.4018 -0.4496
C 0.5454 0.4044 0.3049
C 1.4646 -0.6468 -0.1170
O 1.9084 0.5314 0.6210
H 1.8222 -0.6981 -1.1477
H 1.4801 -1.5807 0.4497
C -1.5999 -0.4645 0.2537
O -1.5532 -0.0956 -0.9424
H -1.4128 -1.5207 0.5326
H -2.0050 0.1785 1.0568
```

Output
HOMO level (eV): -9.15

***

Energies relative to the most stable structure, in hartree: i 0.0233; ii 0.0000; iii 0.1524; iv 0.1319.

***

--- i ---
Entry from OMol25: a molecular structure, C4H4O3 (ωB97M-V/def2-TZVPD).

```
11
Properties=species:S:1:pos:R:3
O -0.2537 1.8497 -1.4382
C -0.5513 0.9631 -0.7020
O -1.7725 0.6470 -0.1829
C -1.2114 -0.4027 0.6594
C 0.1317 -0.2376 -0.0328
C 2.4712 -0.0460 0.2570
O 1.2788 -0.0453 0.7955
H -1.7059 -1.3614 0.5019
H -1.2277 -0.1069 1.7099
H 2.2989 -0.1026 -0.8539
H 0.3589 -1.0228 -0.7547
```

Output
HOMO level (eV): -9.24

***

--- ii ---
Entry from OMol25: a single C4H4O3 molecule (ωB97M-V/def2-TZVPD).

```
11
Properties=species:S:1:pos:R:3
C -1.5298 0.3551 -0.4409
C -0.4901 -0.7047 -0.2371
O -0.4790 -1.7814 -0.7883
C 0.6585 -0.4316 0.7369
O 0.6371 -0.8084 1.8834
C 1.8868 0.3119 0.2256
O 1.7930 1.1942 -0.5905
H -1.8359 0.7943 0.5150
H -2.3859 -0.0833 -0.9576
H -1.0893 1.1498 -1.0555
H 2.8348 0.0040 0.7090
```

Output
HOMO level (eV): -9.81

***

--- iii ---
Entry from OMol25: a single C4H4O3 molecule (ωB97M-V/def2-TZVPD).

```
11
Properties=species:S:1:pos:R:3
O -2.0939 -1.1273 0.0308
C -0.9938 -0.4042 -0.0787
C -0.8306 0.8242 -0.0376
C 0.6514 0.8833 -0.0800
C 1.0758 -0.3749 -0.1675
O 2.1775 -1.0073 0.1826
O 0.0555 -1.1612 -0.3338
H -2.7518 -0.5800 0.7060
H -1.5977 1.6854 -0.2546
H 1.2997 1.7722 0.2145
H 3.0081 -0.5104 -0.1818
```

Output
HOMO level (eV): -7.93

***

Energies relative to the most stable structure, in hartree: i 0.1027; ii 0.0000; iii 0.0571.

***

--- i ---
Entry from OMol25: a single C4H4O3 molecule (ωB97M-V/def2-TZVPD).

```
11
Properties=species:S:1:pos:R:3
C 0.9493 -1.2141 -0.3774
C 0.6089 0.2236 -0.6507
O 0.8563 0.8180 -1.6725
C -0.0951 0.9884 0.4806
O 0.4823 1.7291 1.2393
C -1.6040 0.7787 0.6010
O -2.1858 -0.0034 -0.1085
H 1.6285 -1.2796 0.4807
H 1.4192 -1.6555 -1.2582
H 0.0348 -1.7636 -0.1258
H -2.0943 1.3785 1.3915
```

Output
HOMO level (eV): -9.79

***

--- ii ---
Entry from OMol25: a single C4H4O3 molecule (ωB97M-V/def2-TZVPD).

```
11
Properties=species:S:1:pos:R:3
C 1.2888 -0.5446 0.6854
C 0.2094 -0.0137 0.0238
C -0.3216 -0.9624 -0.9778
O -1.3765 -0.5700 -1.4887
C -0.2274 1.2867 0.3319
O 0.5090 1.9462 1.1070
O -1.5160 1.6896 0.0181
H 1.6898 -1.6269 0.6974
H 1.7270 -0.0883 1.5790
H -0.0890 -1.8318 -1.5367
H -1.8935 0.7152 -0.4394
```

Output
HOMO level (eV): -10.58

***

--- iii ---
Entry from OMol25: a single C4H4O3 molecule (ωB97M-V/def2-TZVPD).

```
11
Properties=species:S:1:pos:R:3
O 1.3892 0.3641 1.6308
C 0.3642 0.7157 1.0757
C -0.1091 0.1096 -0.1782
C -0.5845 1.0037 -1.2251
O -1.0599 0.6520 -2.2835
C 0.0244 -1.2294 -0.3489
O 0.3864 -2.0222 0.6434
H -0.2604 1.5076 1.5262
H -0.4396 2.0786 -0.9766
H -0.1895 -1.7403 -1.2869
H 0.4788 -1.4393 1.4230
```

Output
HOMO level (eV): -9.99

***

Energies relative to the most stable structure, in hartree: i 0.0000; ii 0.0456; iii 0.0044.

***

--- i ---
Entry from OMol25: 2 unconnected molecules or ions with the total composition C4H4O3 (ωB97M-V/def2-TZVPD).

```
11
Properties=species:S:1:pos:R:3
C 0.6902 0.0568 0.0059
C -2.2772 1.0281 0.0706
C -0.4600 -0.5374 -0.1452
C 2.1671 0.0730 0.1470
O -3.3085 0.8955 -0.4681
O 1.2992 1.1579 0.3541
O -0.5178 -1.8031 -0.7287
H -1.9150 1.7252 0.8650
H 2.6075 -0.2835 1.0178
H 2.9247 -0.0117 -0.7894
H -1.2103 -2.3007 -0.3290
```

Output
HOMO level (eV): -8.21

***

--- ii ---
Entry from OMol25: a single C4H4O3 molecule (ωB97M-V/def2-TZVPD).

```
11
Properties=species:S:1:pos:R:3
C -1.8121 0.1168 -0.8613
C -0.6175 0.0049 0.0010
O 0.4321 -0.4201 -0.6915
C 1.3936 0.1047 1.4865
O 1.1576 0.0715 2.6475
C 1.5637 -0.3935 0.1356
O 1.9379 0.9459 0.5806
H -2.6266 -0.3803 -0.3232
H -1.7361 -0.2322 -1.8972
H -2.0700 1.1851 -0.8314
H 2.3774 -1.0026 -0.2467
```

Output
HOMO level (eV): -9.23

***

Energies relative to the most stable structure, in hartree: i 0.0847; ii 0.0000.

***

--- i ---
Entry from OMol25: a gas-phase ion, C4H8NS (charge +1) (ωB97M-V/def2-TZVPD).

```
14
Properties=species:S:1:pos:R:3
C 0.8599 1.4105 0.0918
C 0.5731 0.1416 -0.6519
S 1.8412 -1.1714 -0.0743
N -0.6399 -0.4372 -0.1343
C -1.6432 -1.0932 -0.4149
C -1.4023 -1.0303 1.0128
H -0.0505 1.8284 0.4622
H 1.4780 1.0713 0.8669
H 1.3300 1.9783 -0.6323
H 0.5981 0.0986 -1.6950
H 2.3265 -1.0997 -1.3269
H -2.2951 -1.4619 -1.3137
H -2.1152 -0.5023 1.6600
H -0.9336 -2.0898 1.3476
```

Output
Charge: +1
HOMO level (eV): -13.83

***

--- ii ---
Entry from OMol25: a gas-phase ion, C4H8NS (charge +1) (ωB97M-V/def2-TZVPD).

```
14
Properties=species:S:1:pos:R:3
C -0.8239 0.8346 -0.1229
N -0.0559 0.6111 -1.4189
C 0.8274 -0.3608 -0.7671
C 0.1375 -0.0514 0.5659
C -0.0623 -0.9993 1.7389
S 1.2382 0.3102 1.9588
H -1.7672 0.3724 -0.3003
H -0.8628 1.8179 0.1964
H -0.5890 0.3027 -2.1586
H 0.2280 1.6195 -1.5245
H 2.0006 -0.3011 -0.9775
H 0.4565 -1.3318 -1.1734
H -0.7981 -0.7375 2.4535
H 0.0711 -2.0865 1.5296
```

Output
Charge: +1
HOMO level (eV): -13.06

***

Energies relative to the most stable structure, in hartree: i 0.0565; ii 0.0000.